# 1
C17H28BClF5IN3O2S | wB97M-V/def2-TZVPD

The calculation puts the molecular weight at 606.66 u. The calculation puts the frontier orbital gap at 0.309 hartree. The calculation puts the energy relative to the best compared isomer or geometry (same formula, charge and spin) at 0.000 eV.

Geometry as ORCA input:
```
! wB97M-V def2-TZVPD RIJCOSX def2/J DEFGRID3
* xyz 1 1
C 0.9959 -1.4828 -1.2850
B 0.1269 -1.2127 -0.0194
O 0.4179 -1.7859 1.1803
C -1.2028 -0.2553 -0.0519
C -1.9639 -0.8727 -1.2662
C -3.4405 -0.4648 -1.4967
C -3.7118 0.0623 -2.9144
I -4.7219 -2.1650 -1.1763
N -2.0910 -0.4714 1.1344
C -2.4282 -1.7822 1.7211
C -2.1374 -1.9262 3.2298
O -3.3184 -1.5615 3.9429
C -0.8779 -1.2393 3.7926
N 0.1718 -2.2167 4.1006
C -2.5949 0.5984 1.5962
C -2.0413 1.8487 1.0290
S -1.3730 2.6867 2.5274
C -1.0149 1.3247 -0.0373
Cl -1.4174 2.0120 -1.6364
C 0.4601 1.7365 0.2061
F 1.2194 1.2311 -0.7694
F 0.8582 1.1493 1.3555
C 0.8002 3.2881 0.2747
F 1.3676 3.5689 1.4443
F -0.2930 4.0446 0.1361
F 1.6468 3.5985 -0.6975
H 0.7918 -0.8413 -2.1386
H 0.7912 -2.5098 -1.6227
H 2.0586 -1.4569 -1.0408
H 0.8488 -2.6481 1.1180
H -1.3897 -0.7188 -2.1764
H -1.9299 -1.9501 -1.0759
H -3.7492 0.3045 -0.7884
H -3.0507 -0.4074 -3.6429
H -3.5755 1.1424 -2.9486
H -4.7394 -0.1293 -3.2148
H -3.5027 -1.9107 1.5935
H -1.9475 -2.5720 1.1545
H -1.9979 -2.9982 3.3757
H -3.1548 -0.7785 4.4785
H -0.4885 -0.4879 3.1046
H -1.1708 -0.6916 4.6940
H 1.0186 -1.9651 3.6054
H 0.4198 -2.1715 5.0817
H -3.3076 0.5793 2.4129
H -2.7726 2.4737 0.5211
H -2.5823 2.8580 3.0784
C 4.3749 1.6256 -3.3919
C 5.0571 1.1875 -2.1026
C 5.8204 -0.1353 -2.2476
C 4.9320 -1.2342 -2.6293
N 4.2277 -2.0801 -2.9482
H 3.6267 0.8977 -3.7107
H 3.8725 2.5832 -3.2551
H 5.0985 1.7404 -4.2004
H 4.3145 1.0847 -1.3072
H 5.7649 1.9516 -1.7784
H 6.3072 -0.4044 -1.3092
H 6.5976 -0.0500 -3.0092
*
```

Löwdin population analysis, charges in e, atoms 1 to 2:
1 C 0.013
2 B -0.478


# 2
C5H8N4 | wB97M-V/def2-TZVPD

The calculation puts the molecular weight at 124.15 u. The calculation puts the frontier orbital gap at 0.356 hartree. The calculation puts the energy relative to the best compared isomer or geometry (same formula, charge and spin) at 2.019 eV.

Geometry as ORCA input:
```
! wB97M-V def2-TZVPD RIJCOSX def2/J DEFGRID3
* xyz 0 1
C -0.0674 1.3980 -1.1253
C -1.6361 -0.0073 0.0817
N -0.3270 0.1234 -0.5022
C 0.5880 -0.9176 -0.5144
C 1.2230 0.4346 1.6795
N 0.4707 -2.1171 -0.0983
N 0.9283 -0.0225 2.7133
C 1.8119 -0.6642 -1.2315
N 2.8255 -0.5111 -1.7420
H -0.3989 -2.3425 0.3736
H 0.5292 -0.4914 3.4974
H -0.8373 1.6169 -1.8645
H -0.0745 2.1814 -0.3652
H 0.9023 1.4134 -1.6081
H -1.8342 0.8641 0.7070
H -1.7012 -0.9027 0.6917
H -2.4023 -0.0554 -0.6927
*
```

Löwdin population analysis, charges in e, atoms 1 to 2:
1 C -0.072
2 C -0.060


# 3
C4H4O2 | wB97M-V/def2-TZVPD

Its SMILES is C1=COC=CO1. The calculation puts the molecular weight at 84.07 u. The calculation puts the frontier orbital gap at 0.323 hartree. The calculation puts the energy relative to the best compared isomer or geometry (same formula, charge and spin) at 2.241 eV.

Geometry as ORCA input:
```
! wB97M-V def2-TZVPD RIJCOSX def2/J DEFGRID3
* xyz 0 1
C 1.2181 -0.6524 0.0952
C 0.0482 -1.2488 -0.0535
C -1.1890 0.6514 0.0350
C -0.0071 1.3379 -0.0559
H 2.0859 -1.1784 0.0855
H -0.0692 -2.3405 -0.0640
H -2.2036 1.0919 0.1360
H 0.1856 2.3796 0.1175
O 1.1754 0.7072 -0.1692
O -1.2442 -0.7478 -0.1265
*
```

Löwdin population analysis, charges in e, atoms 1 to 2:
1 C -0.068
2 C -0.113